(1)
11 unconnected molecules or ions with the total composition H20NO13. Source: OMol25; level of theory: ωB97M-V with the def2-TZVPD basis set.

Values from the calculation:
Relative energy (zero: lowest compared OMol25 entry of this formula, charge and spin)   29.8 kcal per mole
HOMO-LUMO gap   10.007 eV
LUMO   2.8 eV
Largest force on an atom   3.93 eV/A
HOMO   -7.24 eV

```
! RIJCOSX wB97M-V def2-TZVPD def2/J DEFGRID3
* xyz -1 1
N 4.95400 21.90700 -7.83700
H 2.39800 18.26300 -7.24000
H 3.46500 20.92200 -9.75600
O 5.18800 21.01700 -8.76200
O 6.09000 19.38600 -10.69100
H 6.94600 21.78600 -4.36500
H 5.15700 22.46600 -5.44400
H 6.35100 19.43700 -6.58300
O 2.96800 18.93800 -7.55000
H 8.25800 20.86300 -6.19000
O 5.06600 22.17800 -4.51700
O 3.76800 22.15600 -7.58200
O 5.89800 22.29000 -7.12900
O 1.24600 23.07800 -4.88900
H 2.32500 20.08900 -4.58300
H 2.04700 22.08700 -7.56600
H 7.00800 19.46500 -10.47000
O 3.00400 20.42400 -10.43600
H 4.34400 21.58800 -4.63200
O 3.08800 20.51800 -4.94400
O 5.65000 18.72500 -6.59000
O 7.81800 20.44000 -6.88600
H 2.22400 20.97000 -10.67500
H 7.26200 20.48100 -3.79700
H 3.03800 20.27000 -5.85300
H 5.70500 18.30900 -7.41000
H 3.88000 18.87000 -7.21200
O 7.70500 21.33600 -3.98100
H 0.97300 23.17900 -7.36800
O 1.10800 22.26800 -7.61000
H 7.10800 21.02800 -7.17500
H 0.48800 22.47000 -4.82900
H 1.87400 22.63400 -5.43400
H 5.63300 19.95200 -10.01100
*
```

(2)
3 unconnected molecules or ions with the total composition C22H37N5O2S. Source: OMol25; level of theory: ωB97M-V with the def2-TZVPD basis set.

Values from the calculation:
HOMO-LUMO gap   6.364 eV
LUMO   -1.2 eV
Largest force on an atom   6.59 eV/A
HOMO   -7.58 eV

```
! RIJCOSX wB97M-V def2-TZVPD def2/J DEFGRID3
* xyz 0 1
H -0.11405 -2.16102 1.59338
O -4.65816 -1.17291 2.18709
H -3.37137 -0.71877 4.20117
C 0.74303 0.20895 0.00430
H 3.82494 5.19641 -4.90472
H -5.93067 -0.36048 6.13514
H -0.17422 4.89448 -2.26500
H 1.19081 -0.24409 -0.95636
H -5.53458 1.22597 4.40091
N -3.73974 0.16886 4.54689
H 1.22465 5.63651 -2.01522
H 3.50360 6.93956 -4.83054
O 1.89480 5.78191 -4.34946
N 5.63044 -1.63557 -2.05622
H 0.86742 2.89110 -2.93080
H -6.45556 -0.15163 2.45466
H 3.40143 2.89486 -3.06063
H -4.92441 -3.11393 1.61849
H 0.47281 4.39872 -4.70336
C -5.93237 -0.73616 5.10776
C 3.29898 5.97917 -4.35073
H -6.97529 -0.82641 4.79049
H 3.40110 4.33903 -2.03518
C 3.78817 -0.83039 -0.38396
C 4.90249 -1.89492 -0.83265
C 5.10941 -3.17200 0.05393
C 1.72677 0.11006 1.28856
H -1.86144 -2.13428 1.03638
C 4.21790 -3.31934 1.33774
H 2.50719 -2.47011 2.70857
H 3.67304 6.03869 -3.32674
C -0.77619 -1.93165 0.67650
H -1.36973 -0.13483 -0.67563
C -5.38938 -0.05953 2.69341
N 0.77396 4.72374 -1.93362
H 2.72091 2.83611 -1.43334
H 2.10166 3.80411 -4.97456
N 3.75986 0.24038 -1.37292
C 0.83358 -4.39685 -2.03582
C -1.42847 -3.67936 -1.25193
H -4.99947 -2.84331 3.35697
C 0.81869 -3.34439 -0.88477
H -1.10423 -5.35313 -3.02476
H -3.24459 0.86579 3.99259
C 1.49119 4.41627 -4.30005
H -5.49556 -1.73653 5.13441
H 5.86291 -3.99622 -0.21672
H 0.62436 1.34251 -0.21432
C 2.82121 3.46030 -2.32560
C -5.16495 0.21543 4.19477
N -0.49213 -2.89862 -0.41526
H -2.56506 -3.66951 -1.20052
H -5.02165 0.80855 2.13554
H 1.20837 -0.23091 2.25059
C 2.86732 -0.96599 0.90428
C -0.70844 -4.60966 -2.25834
C 3.11998 -2.25456 1.76387
H -6.37538 -2.36218 2.30916
H 4.38282 -4.27296 1.94245
S 4.93742 -0.14521 -2.55312
H -1.19164 0.22000 1.12265
H 1.74734 -4.87484 -2.53264
C 1.44542 3.82056 -2.87769
H 1.86749 -3.06528 -0.53990
C -0.72915 -0.38728 0.24629
C -5.28667 -2.42834 2.38882
H 2.25115 1.12508 1.44534
*
```

(3)
A molecular structure, C7H9EuO7P. Source: OMol25; level of theory: ωB97M-V with the def2-TZVPD basis set.

Values from the calculation:
Relative energy (zero: lowest compared OMol25 entry of this formula, charge and spin)   0.0 kcal per mole
HOMO-LUMO gap (spin up / spin down)   5.405 / 8.569 eV
LUMO (spin up / spin down)   -16.3 / -13.2 eV
Largest force on an atom   4.72 eV/A
HOMO (spin up / spin down)   -21.73 / -21.74 eV
Expectation value of S²   12.029

```
! RIJCOSX wB97M-V def2-TZVPD def2/J DEFGRID3
* xyz 3 7
C -2.52130 -1.10938 1.81094
H -3.33934 -0.46444 1.48266
H -1.92759 -0.30316 -1.05344
C 2.79628 -1.19989 -1.24441
H -2.76953 1.04022 -0.16426
C 0.54910 -2.21590 1.01363
O 0.12496 0.53348 -3.59820
H -1.70139 1.37891 -1.54794
H 0.14763 -2.42723 0.00808
H 1.54319 -2.66463 1.11052
H -2.89664 -1.80528 2.56465
C -1.84772 0.73328 -0.67762
C 0.79062 0.74447 -2.68800
O 0.76910 -0.77293 1.18969
O -0.70266 0.94062 0.20419
P -0.27105 0.42463 1.84990
C 0.69365 3.50413 -0.95260
H -0.13399 -2.56831 1.80658
O -1.52605 -0.33200 2.50695
O 3.03840 -2.30455 -1.43747
O 5.28140 2.78390 -1.04560
O -0.03657 4.39178 -0.98598
H -2.09989 -1.67982 0.98147
Eu 1.78771 1.07698 -0.22934
C 4.25167 2.29511 -0.90439
*
```

(4)
2 unconnected molecules or ions with the total composition C13H20O2. Source: OMol25; level of theory: ωB97M-V with the def2-TZVPD basis set.

Values from the calculation:
Relative energy (zero: lowest compared OMol25 entry of this formula, charge and spin)   233.9 kcal per mole
HOMO-LUMO gap   9.413 eV
LUMO   0.9 eV
Largest force on an atom   5.82 eV/A
HOMO   -8.48 eV

```
! RIJCOSX wB97M-V def2-TZVPD def2/J DEFGRID3
* xyz 0 1
H 0.84286 2.06904 -1.22914
H 0.16042 4.19297 -0.18233
H -1.74245 3.50166 -0.56622
C 0.96627 -0.14040 2.75830
C -1.01378 1.84699 -2.59632
H -1.07071 -0.42985 -2.78812
H -2.07511 2.37432 -2.68456
H 1.24871 -2.97669 -3.01513
H -0.26339 -3.15423 3.71006
H 0.20993 3.56356 -2.12018
C -0.78119 2.03703 0.83070
H 0.88210 0.47537 -1.42340
H -1.19758 1.98328 2.04412
C 0.00470 -2.61268 -2.84474
H -1.32403 0.76255 -2.42269
H -0.27867 -3.02985 -1.48176
H -0.82370 -3.00986 -3.54057
C 0.61992 0.12114 1.42391
O -0.30226 -1.09307 -0.57879
C -0.01054 -0.90259 0.76533
C -0.08220 -2.22274 2.97844
O 0.62990 1.38311 0.89135
H -1.29465 1.15611 0.24930
C 0.64217 -1.22137 3.68150
H 1.67733 -1.39483 -1.65050
H 1.38202 0.82062 3.10031
H -1.13153 -2.95623 1.09792
C -0.04619 2.67785 -1.52687
C -0.31782 -2.11245 1.55013
C -0.57914 3.23705 -0.12796
C 0.82247 -0.73862 -1.65442
H -0.60803 1.76286 -3.78899
H 0.57095 -0.56109 -3.96835
C 0.03099 -1.00947 -3.00202
H 0.68038 -1.22856 4.74377
*
```

(5)
A single C4H9F2NO molecule. Source: OMol25; level of theory: ωB97M-V with the def2-TZVPD basis set.

Values from the calculation:
Relative energy (zero: lowest compared OMol25 entry of this formula, charge and spin)   30.0 kcal per mole
HOMO-LUMO gap   10.586 eV
LUMO   0.7 eV
Largest force on an atom   1.89 eV/A
HOMO   -9.84 eV

```
! RIJCOSX wB97M-V def2-TZVPD def2/J DEFGRID3
* xyz 0 1
H 2.19152 0.21260 0.60840
N 2.20496 -0.37051 -0.25662
C -0.22160 0.25097 -0.03063
H -0.55100 -0.69699 1.92879
O 0.12113 1.53917 -0.51289
H -1.46450 -0.36253 -1.63793
C -0.27751 0.27504 1.46811
C -1.52980 -0.21291 -0.57520
H 0.74812 0.53731 1.87103
H -0.34382 1.53739 -1.37611
H 0.68119 -0.99558 -1.55786
H 2.39830 0.38393 -0.91307
C 0.81824 -0.74862 -0.51881
F -1.81708 -1.40573 -0.05221
H 0.61394 -1.67481 0.03763
F -2.51126 0.70524 -0.27923
H -1.06083 1.02603 1.79659
*
```

(6)
A molecular structure, C2H4I2N2. Source: OMol25; level of theory: ωB97M-V with the def2-TZVPD basis set.

Values from the calculation:
Relative energy (zero: lowest compared OMol25 entry of this formula, charge and spin)   55.8 kcal per mole
HOMO-LUMO gap (spin up / spin down)   7.279 / 7.514 eV
LUMO (spin up / spin down)   0.1 / 0.2 eV
Largest force on an atom   5.21 eV/A
HOMO (spin up / spin down)   -7.22 / -7.33 eV

```
! RIJCOSX wB97M-V def2-TZVPD def2/J DEFGRID3
* xyz 0 1
N 0.31882 1.18225 0.98863
H 1.85183 3.32934 -0.31334
I 2.53631 0.86230 -1.33408
C 2.09039 2.35503 0.09093
N 0.25953 0.27516 0.32844
C -0.44702 -0.76492 -0.13632
H -1.50999 -0.68035 0.21009
I 3.43452 2.64857 1.67467
H -0.12469 -1.87557 0.05754
H -0.23173 -0.74513 -1.20227
*
```

(7)
A single C5H9NO molecule. Source: OMol25; level of theory: ωB97M-V with the def2-TZVPD basis set.

Values from the calculation:
Relative energy (zero: lowest compared OMol25 entry of this formula, charge and spin)   33.8 kcal per mole
HOMO-LUMO gap   10.114 eV
LUMO   0.5 eV
Largest force on an atom   0.61 eV/A
HOMO   -9.58 eV

```
! RIJCOSX wB97M-V def2-TZVPD def2/J DEFGRID3
* xyz 0 1
H 1.63227 0.91046 1.29193
H 1.69147 -0.49034 -0.87892
C -0.15445 0.51745 0.12048
C -2.28273 0.47642 -0.74685
H 1.43938 1.94368 -0.15950
N -1.01958 1.02966 -0.66992
H 0.38039 2.17963 1.23821
H -0.92074 -1.50972 0.30910
C -0.01727 -0.92336 0.48657
H 0.73161 -1.88799 -1.30674
H 1.87178 -1.95726 0.07242
O -2.82754 -0.10695 0.16898
C 1.14442 -1.34526 -0.45419
H -2.82181 0.74626 -1.66652
C 0.91479 1.42819 0.64937
H 0.23844 -1.02025 1.55024
*
```

(8)
A molecular structure, C28H30ClF3InN5O9SSe. Source: OMol25; level of theory: ωB97M-V with the def2-TZVPD basis set.

Values from the calculation:
Relative energy (zero: lowest compared OMol25 entry of this formula, charge and spin)   0.0 kcal per mole
HOMO-LUMO gap   8.689 eV
LUMO   -0.5 eV
Largest force on an atom   0.39 eV/A
HOMO   -9.22 eV

```
! RIJCOSX wB97M-V def2-TZVPD def2/J DEFGRID3
* xyz 0 1
Cl 0.67550 4.41920 0.70754
H -3.29025 -2.46602 0.28093
O 2.33075 -0.97332 -3.72269
F 4.95274 4.56395 0.51406
C 1.52620 1.32571 -5.04787
O 3.06905 2.83702 -1.00227
H -0.79835 -2.64594 3.77635
H -0.58203 -0.18530 3.48111
H -0.27792 -4.28712 -0.92991
H -2.71871 -3.72333 -1.82378
N -1.13635 -0.79933 1.59104
O 0.23982 4.06247 -0.65047
H -4.70742 -3.32772 -0.29043
C -2.75068 -0.14207 3.34094
F 4.07594 3.00824 1.74416
C 2.07697 0.57255 2.31483
C 1.06873 2.48902 -5.64199
C -0.73900 -2.61477 0.36216
H -2.78024 0.36520 4.30944
H -0.58780 -0.66787 -2.30984
H 1.94406 0.50401 -5.61052
H -3.04600 2.37270 2.07582
C 2.57485 -1.94879 1.39506
H -4.77715 2.25609 1.81463
O 2.07854 -2.35161 -1.30924
O 1.09720 3.10989 1.27655
N 0.95300 2.18171 -2.89970
C -4.00136 -2.53602 -0.54373
C 2.51356 -0.39286 3.20559
C 0.54556 3.49008 -4.84168
N 1.90145 0.30317 1.01968
C 2.16424 -0.92585 0.56113
H -1.20032 1.08722 2.42938
C -0.25030 -4.77821 1.16474
Se -1.40306 1.32823 -0.31376
H -0.45495 -2.41853 -2.24393
O 1.77716 5.30480 0.66638
H -2.41792 -1.72515 -3.51687
H 0.17848 4.41528 -5.26229
C 4.93810 3.25809 0.74742
C -1.35740 0.05918 2.75417
H -0.24935 -5.01484 3.29997
S 4.45782 2.31861 -0.75834
C -3.96122 1.91157 2.45032
O 4.44595 0.94407 -0.33800
H -4.14206 2.28805 3.45942
C -3.32962 -2.81713 -1.88720
H -2.89736 -1.20695 3.54240
C 2.01487 -1.20319 -0.92438
H 0.00732 -5.81424 0.99219
In 1.26571 1.77398 -0.62336
C -0.70022 -3.00272 2.76009
C -1.05711 -1.56863 -1.92350
H -2.99702 -0.70913 -2.21573
O 5.37308 2.73541 -1.76924
C -3.87257 0.38986 2.45113
O -0.41465 4.92468 1.46134
H 2.66361 -0.13061 4.24354
H 2.75275 -2.92358 0.96437
H 3.09743 -2.44878 3.41492
H -4.81987 -0.03251 2.79367
N -0.96117 -1.51839 -0.46331
H -3.73531 0.02139 1.42867
F 6.15198 2.87630 1.14636
C 1.90933 -0.08316 -3.02075
H 1.87063 1.58550 2.62790
C -0.41883 -3.93695 0.08254
C 1.45068 1.21010 -3.67152
H 1.12068 2.61392 -6.71550
H 0.12836 4.06402 -2.80772
C -0.39169 -4.32037 2.48298
N 1.76365 -0.07946 -1.65791
C 2.75830 -1.67406 2.73940
H -4.11128 -3.03888 -2.61681
C -0.86826 -2.15922 1.66826
C 0.50801 3.30174 -3.47133
H -4.55762 -1.59654 -0.58482
C -2.49138 -1.65559 -2.42876
C -1.16822 -0.42828 0.29658
*
```